Molecular formula: C4H5NO2
Method: DFT, wB97M-V/def2-TZVPD

The calculation puts the frontier orbital gap at 7.9 eV. The energy above the lowest of the compared OMol25 structures with the same formula, charge and spin comes out at 121.0 kcal/mol.

Structure (ORCA input):
```
! wB97M-V def2-TZVPD RIJCOSX def2/J DEFGRID3
* xyz 0 1
C -0.643 0.906 0.368
C -0.831 -0.152 0.939
C 0.745 -0.681 -0.536
C 0.327 0.633 -0.735
H -1.799 2.001 1.347
H -1.459 -0.154 1.789
H 0.121 -2.221 0.572
H 2.661 -0.755 -1.501
H 0.749 1.061 -1.752
N -0.041 -1.129 0.427
O -1.385 2.069 0.409
O 1.555 -1.578 -1.328
*
```

---

Molecular formula: C4H5NO2
Method: DFT, wB97M-V/def2-TZVPD

The calculation puts the frontier orbital gap at 10.7 eV. The structure (SMILES) is O=C1CCN=CO1. The energy above the lowest of the compared OMol25 structures with the same formula, charge and spin comes out at 37.4 kcal/mol.

Structure (ORCA input):
```
! wB97M-V def2-TZVPD RIJCOSX def2/J DEFGRID3
* xyz 0 1
O -1.193 2.289 -0.254
C -0.483 1.356 -0.038
C -0.932 -0.022 0.367
C -0.167 -1.074 -0.438
N 1.239 -0.860 -0.375
C 1.648 0.274 -0.029
O 0.914 1.468 -0.095
H -0.726 -0.113 1.445
H -2.006 -0.123 0.224
H -0.448 -1.109 -1.486
H -0.276 -2.063 0.015
H 2.430 -0.024 0.663
*
```

---

Molecular formula: C4H5NO2
Method: DFT, wB97M-V/def2-TZVPD

The calculation puts the frontier orbital gap at 10.7 eV. The structure (SMILES) is O=C1NC[C@H]2O[C@@H]12. The energy above the lowest of the compared OMol25 structures with the same formula, charge and spin comes out at 27.3 kcal/mol.

Structure (ORCA input):
```
! wB97M-V def2-TZVPD RIJCOSX def2/J DEFGRID3
* xyz 0 1
O -2.242 -1.158 0.466
C -1.201 -0.616 0.167
N -1.019 0.720 -0.086
C 0.376 1.142 -0.080
C 1.120 -0.178 -0.232
O 1.102 -0.925 0.976
C 0.160 -1.262 -0.040
H -1.771 1.357 0.131
H 0.644 1.585 0.886
H 0.594 1.858 -0.876
H 2.009 -0.263 -0.852
H 0.228 -2.261 -0.460
*
```

---

What did we get for DFT total energy? Answer: -360.47657 -360.60976 -360.62592 a.u., in the order shown.
What did we get for highest occupied orbital energy? Answer: -8.218 -9.998 -9.808 eV, in the order shown.
What did we get for max |F|? Answer: 12.9 2.8 0.4 eV/A, in the order shown.